1.
C4H11InNO3 as an isolated structure in a non-equilibrium geometry. Source: the Open Molecules 2025 dataset; level of theory: the ωB97M-V functional and the def2-TZVPD basis.

Structure (XYZ):
```
20
Properties=species:S:1:pos:R:3:lowdin_charge:R:1
C 1.324 -1.636 0.693 -0.05
C 1.912 -0.704 -0.461 -0.55
O 2.785 -1.194 -1.217 -0.03
N 1.483 0.668 -0.593 -0.23
C 1.527 1.396 0.715 -0.22
In -0.556 0.831 -1.278 0.48
C -2.002 0.507 0.435 -0.31
O -3.202 -0.253 0.115 -0.30
O -3.092 -0.923 -1.082 -0.15
H 0.181 -1.624 0.680 0.06
H 1.705 -1.271 1.709 0.08
H 1.743 -2.685 0.559 0.07
H 2.575 1.355 1.147 0.08
H 1.334 2.498 0.474 0.07
H 0.725 0.974 1.405 0.06
H -0.884 -0.141 -2.745 -0.11
H -0.758 2.570 -1.783 -0.12
H -1.434 -0.015 1.288 0.03
H -2.367 1.526 0.808 0.05
H -3.001 -1.878 -0.867 0.10
```

The value obtained for the strongest force on any atom is 0.058 hartree/bohr. As for the charge: -1. The calculation puts the total energy at -629.4578 hartree.

=====

2.
One molecule with the formula C2H4ClN2P in a non-equilibrium geometry. Source: the Open Molecules 2025 dataset; level of theory: the ωB97M-V functional and the def2-TZVPD basis.

Structure (XYZ):
```
10
Properties=species:S:1:pos:R:3:nbo_charge:R:1
C -0.604 -1.780 -0.292 0.02
C -0.411 1.905 0.152 0.01
N 0.504 -1.636 0.291 -0.75
N 0.036 0.801 -0.179 -0.75
P 0.997 -0.163 0.951 1.16
Cl 2.796 -0.202 -0.269 -0.33
H -1.446 -1.115 -0.296 0.16
H -0.666 -2.681 -0.880 0.17
H -0.465 2.210 1.214 0.15
H -0.742 2.662 -0.691 0.18
```

The value obtained for the strongest force on any atom is 0.057 hartree/bohr. The calculation puts the total energy at -989.6287 hartree. Its SMILES is C=NP(Cl)N=C. The calculation puts the energy relative to the best compared isomer or geometry (same formula, charge and spin) at 128.3 kJ/mol.

=====

Copy entry 2 word for word.
One molecule with the formula C2H4ClN2P in a non-equilibrium geometry. Source: the Open Molecules 2025 dataset; level of theory: the ωB97M-V functional and the def2-TZVPD basis.

Structure (XYZ):
```
10
Properties=species:S:1:pos:R:3:nbo_charge:R:1
C -0.604 -1.780 -0.292 0.02
C -0.411 1.905 0.152 0.01
N 0.504 -1.636 0.291 -0.75
N 0.036 0.801 -0.179 -0.75
P 0.997 -0.163 0.951 1.16
Cl 2.796 -0.202 -0.269 -0.33
H -1.446 -1.115 -0.296 0.16
H -0.666 -2.681 -0.880 0.17
H -0.465 2.210 1.214 0.15
H -0.742 2.662 -0.691 0.18
```

The value obtained for the strongest force on any atom is 0.057 hartree/bohr. The calculation puts the total energy at -989.6287 hartree. Its SMILES is C=NP(Cl)N=C. The calculation puts the energy relative to the best compared isomer or geometry (same formula, charge and spin) at 128.3 kJ/mol.